[1]
Here is a molecular structure, C48H30N10OPbS2 at a distorted geometry from the OMol25 dataset. Energies are from the ωB97M-V functional and the def2-TZVPD basis.

```
! RIJCOSX wB97M-V def2-TZVPD def2/J DEFGRID3
* xyz -2 1
Pb -0.51521 0.35966 0.11214
C -3.04679 -5.88369 -1.74655
C -1.77282 -6.36137 -1.42473
C -0.80441 -5.52637 -0.90423
C -1.11004 -4.18252 -0.71884
C -0.40560 -3.05053 -0.17762
N -1.14086 -1.94612 -0.30878
C -2.34666 -2.26639 -0.90439
N -3.35172 -1.49824 -1.24443
C -3.53638 -0.22649 -0.94843
C -4.68268 0.53772 -1.37176
C -5.72889 0.27394 -2.24684
C -6.66789 1.26295 -2.45801
C -6.57323 2.50080 -1.81331
C -5.55729 2.76416 -0.91621
C -4.61319 1.77337 -0.67585
C -3.45944 1.67645 0.18634
N -3.25758 2.47878 1.23815
C -2.37370 2.21601 2.16700
N -1.36588 1.30134 2.16277
C -0.86136 1.16455 3.41722
N -0.00102 0.27773 3.80409
C 0.59492 -0.48049 2.82831
N 1.66552 -0.00549 2.13738
C 1.98691 -0.94087 1.25047
N 1.20391 -2.03208 1.36566
C 0.96504 -3.10840 0.41525
C 1.23483 -4.40167 1.12763
C 0.46635 -4.81110 2.13905
C -0.60169 -4.05258 2.74367
C -0.66303 -2.70736 2.85673
C 0.30255 -1.77539 2.38844
C -1.50661 2.14199 4.29554
C -1.33963 2.47864 5.62457
C -2.10503 3.51597 6.13641
C -3.02314 4.19378 5.33900
C -3.20593 3.85287 4.01007
C -2.43500 2.82872 3.48859
N -2.80699 0.52618 -0.08091
C -2.36979 -3.68668 -1.13697
C -3.35082 -4.54487 -1.61658
H -3.79361 -6.57807 -2.11398
H -1.54174 -7.41033 -1.58101
H 0.17576 -5.90636 -0.65780
H -5.79379 -0.68599 -2.74092
H -7.49635 1.08299 -3.13270
H -7.31740 3.26122 -2.02232
H -5.48495 3.71928 -0.41588
H 2.04865 -4.99907 0.74367
H 0.63115 -5.80414 2.55114
H -1.38162 -4.64733 3.20644
H -1.48013 -2.25944 3.40987
H -0.63306 1.94150 6.23941
H -1.98937 3.80274 7.17427
H -3.60219 5.00076 5.76949
H -3.91531 4.37322 3.38435
H -4.32583 -4.15838 -1.87081
C 3.69956 3.01434 -0.48743
C 2.29915 2.49070 -0.74920
N 2.05886 1.22783 -0.63121
N 3.08908 0.37501 -0.46925
C 3.01978 -0.67095 0.25980
S 1.87482 -2.93437 -1.12827
S 4.45288 -1.70814 0.39735
C 5.76711 -0.61707 -0.27969
C 6.10976 -0.99602 -1.67985
C 7.26081 -1.72394 -1.95711
C 7.54445 -2.12677 -3.24982
C 6.68121 -1.80630 -4.28239
C 5.53189 -1.08141 -4.01351
C 5.24344 -0.68182 -2.72272
C 1.29306 3.44669 -1.16344
C 1.57573 4.81504 -1.03447
C 0.76247 5.80641 -1.53428
C -0.39956 5.44725 -2.21673
C -0.74671 4.13045 -2.31861
C 0.02968 3.07202 -1.75253
O -0.42288 1.88684 -1.83119
H 3.75394 3.55328 0.45705
H 4.01548 3.66714 -1.29888
H 4.38218 2.17006 -0.42853
H 6.61744 -0.71841 0.39645
H 5.34051 0.38223 -0.22106
H 7.93480 -1.98330 -1.15028
H 8.43609 -2.70774 -3.44652
H 6.89723 -2.13538 -5.28943
H 4.84532 -0.84568 -4.81251
H 4.33201 -0.14471 -2.50736
H 2.46812 5.11737 -0.50286
H 1.02004 6.85045 -1.39509
H -1.03855 6.21707 -2.63586
H -1.66914 3.84230 -2.80378
*
```

Output
E_tot = -3459.26811 hartree
HOMO-LUMO gap (spin up / spin down) = 0.180 / 0.181 Ha

***

[2]
Here is C5H10O in the gas phase at a distorted geometry from the OMol25 dataset. Energies are from the ωB97M-V functional and the def2-TZVPD basis.

```
! RIJCOSX wB97M-V def2-TZVPD def2/J DEFGRID3
* xyz 0 1
C 2.03836 0.62788 0.56625
C 0.99808 0.09672 -0.45495
C -0.47808 -0.19494 -0.02215
C -1.39715 -1.55348 -0.15376
C -1.26707 1.02280 0.21192
O -1.47100 0.36376 -0.99214
H 2.21888 -0.08094 1.37973
H 1.75208 1.58922 1.01130
H 3.01066 0.79665 0.07321
H 1.40904 -0.80024 -0.92191
H 0.90169 0.85387 -1.25158
H -2.08153 -1.66077 -1.04821
H -0.70444 -2.36985 -0.22092
H -2.06642 -1.61511 0.70452
H -0.83212 1.97571 -0.07560
H -2.05252 1.06290 0.96059
*
```

Output
ΔE to the lowest compared entry with this formula, charge and spin = 76.8 kcal/mol
E_tot = -271.63028 hartree
SMILES = CC[C@@]1(C)CO1
HOMO-LUMO gap = 0.373 Ha

***

[3]
Here is a molecular structure, C14H33ClIN3OP3Rh at a distorted geometry from the OMol25 dataset. Energies are from the ωB97M-V functional and the def2-TZVPD basis.

```
! RIJCOSX wB97M-V def2-TZVPD def2/J DEFGRID3
* xyz 2 5
C 1.16015 -1.72314 -2.35973
C 1.23140 -3.21292 -2.02030
H 0.28059 -1.57231 -2.99403
H 2.04351 -1.43355 -2.94660
H 1.09891 -1.08137 -1.47546
O 1.66692 -4.03239 -2.88790
I -0.39041 -4.01986 -0.84084
Rh 0.86145 1.01472 0.64307
P 0.96062 2.93928 1.61638
C -0.42329 4.12610 1.51295
C 1.13016 2.63692 3.41211
H 0.61600 3.42973 3.96588
H 2.38879 4.90284 1.80228
H 2.19414 2.61752 3.67006
H 3.32291 3.42450 1.37089
H -0.88203 4.23999 2.50291
H 0.68156 1.66416 3.63953
C 2.40183 3.98891 1.19221
H -0.03470 5.09685 1.18144
H 2.33829 4.25887 0.13144
H -1.18702 3.80496 0.79678
P 2.49738 -3.60269 -0.44183
C 2.83813 -5.35924 -0.38614
C 3.92365 -2.66545 -1.03728
H 2.16410 -1.93341 1.26699
H 2.64335 -3.55381 1.90257
H 0.95214 -3.26209 1.37756
C 2.00484 -3.01660 1.18745
H 3.80981 -1.60088 -0.78461
H 4.81286 -3.05871 -0.52843
H 3.86318 -5.49688 -0.01857
H 2.74953 -5.77763 -1.39489
H 4.03324 -2.79399 -2.12288
H 2.13878 -5.86582 0.28635
Cl 3.12837 0.61160 0.97259
C -3.98767 2.00473 -0.65957
N -3.03580 1.66391 -1.74071
C -3.22114 0.24734 -2.13488
N -3.04343 -0.66496 -0.98159
C -4.01596 -0.31893 0.06710
N -3.88594 1.09125 0.50788
C -2.63003 1.27466 1.24996
P -1.14532 0.98154 0.14853
C -1.65074 1.95689 -1.37154
C -1.67711 -0.68930 -0.48245
H -5.00460 1.92071 -1.07151
H -3.81222 3.03864 -0.33167
H -2.49463 -0.00994 -2.91716
H -4.25406 0.12604 -2.50347
H -3.85558 -0.96494 0.94248
H -5.02432 -0.46087 -0.34191
H -2.60495 2.28841 1.66471
H -2.57937 0.56082 2.08673
H -0.97475 1.66299 -2.18575
H -1.52358 3.03473 -1.18288
H -1.59201 -1.42303 0.33469
H -1.00594 -1.01487 -1.28893
*
```

Output
ΔE to the lowest compared entry with this formula, charge and spin = 0.0 kcal/mol
E_tot = -2684.57496 hartree
HOMO-LUMO gap (spin up / spin down) = 0.245 / 0.185 Ha

***

[4]
Here is a molecular structure, H43O21 at a distorted geometry from the OMol25 dataset. Energies are from the ωB97M-V functional and the def2-TZVPD basis.

```
! RIJCOSX wB97M-V def2-TZVPD def2/J DEFGRID3
* xyz 2 2
O 3.54253 2.51717 1.58115
H 2.00839 -3.50257 3.90651
H -2.91914 1.86841 -2.04461
O 0.34591 -0.61279 4.07258
H 1.05088 -1.25994 4.23559
H -2.84955 0.58457 -4.40234
O 1.71163 1.90947 -2.06166
H 1.02734 2.62060 -2.26031
H 1.22846 -0.48569 -3.87585
O -0.11287 -4.29948 -1.69882
H -0.10365 0.60838 -4.33898
H -5.14609 2.06063 0.88911
O -3.02934 -2.91237 -2.16508
H -1.62990 2.18532 1.90380
H -2.95177 -2.19086 -2.84202
O 0.59230 0.40583 -3.62068
H 0.32701 -3.93540 3.80412
H -4.82471 -1.49943 0.13610
O 1.01143 4.86292 1.18467
H -2.17951 -3.42985 -2.17000
H -2.46065 -4.24385 0.62866
O -2.32239 -0.11103 -4.73500
H 3.26732 3.25294 2.26489
H -1.01841 -4.54601 0.13802
O -0.97074 -1.35959 1.80696
H 4.90838 -0.57121 -2.55649
H -1.14425 -2.43405 1.88188
O -1.67183 1.84344 1.00929
H -0.04321 -5.16217 -2.02539
H 1.32800 -2.37282 0.00409
O 4.06398 -1.47112 1.56911
H 4.15977 -2.23092 0.90430
H 0.10521 5.06711 1.39247
O -0.82209 4.12409 -1.60926
H -1.69508 4.55161 -1.74544
H 0.70063 3.93725 0.87431
O 4.89496 -1.07848 -1.87042
H -0.33557 -1.08896 2.67024
H 5.26054 -0.68027 -1.20310
O -4.13903 -2.04944 -0.20111
H -3.45762 -1.54574 -0.53455
H -2.49618 -0.97320 -4.15453
O -2.73605 2.44661 -2.84184
H 1.40617 -0.65177 -0.15813
H -0.05877 -0.08507 4.92417
O 1.74649 0.77632 0.24310
H 4.74981 -0.84898 1.63253
O 0.73473 2.77937 3.69753
H 1.44905 3.10426 4.19928
H 0.73232 1.92395 3.35225
O 0.93490 -1.59024 -0.02734
H -0.20486 -1.31208 0.85712
H 3.38098 2.83343 0.64478
O -4.41489 2.64368 0.84912
H -0.96144 1.30488 0.83236
H -0.86782 3.57498 -0.82591
O -1.58244 -4.50083 0.79857
H -3.58863 2.50593 1.32118
H 0.59238 -3.62737 -1.88644
O 1.14296 -3.54877 3.42011
H 1.68285 1.22520 -2.75089
H -1.76339 2.44889 -2.99941
H 2.55819 1.02342 0.73435
H 1.85636 1.22168 -0.75866
*
```

Output
ΔE to the lowest compared entry with this formula, charge and spin = 163.3 kcal/mol
E_tot = -1604.88658 hartree
HOMO-LUMO gap (spin up / spin down) = 0.380 / 0.084 Ha